Computed, not measured: a structure of composition C13H24Cl2NO4P2Pm, with ωB97M-V/def2-TZVPD.

Geometry as XYZ:
```
47
C13H24Cl2NO4P2Pm | the Open Molecules 2025 dataset | ωB97M-V/def2-TZVPD
Pm -0.47 -0.62 0.04
P -1.34 1.59 1.46
C -0.08 2.91 1.37
C 1.36 2.42 1.23
N 1.60 1.19 0.71
C 2.88 0.81 0.52
C 3.95 1.61 0.92
C 3.71 2.86 1.49
C 2.38 3.26 1.63
C 3.20 -0.53 -0.15
P 1.89 -1.17 -1.29
H 2.10 4.23 2.05
H 4.95 1.21 0.75
H 4.52 3.49 1.80
H 4.13 -0.46 -0.74
H 3.40 -1.31 0.61
H -0.37 3.55 0.51
H -0.19 3.53 2.28
H -0.75 2.49 -4.16
O -0.60 3.30 -3.63
H -0.31 3.95 -4.30
H -0.55 -1.21 -4.75
O -0.32 -0.58 -5.47
H -0.49 -1.10 -6.28
C 2.48 -0.55 -2.90
H 3.49 -0.94 -3.16
H 1.78 -0.84 -3.71
H 2.51 0.55 -2.88
C 2.25 -2.97 -1.39
H 1.50 -3.43 -2.06
H 3.25 -3.18 -1.78
H 2.13 -3.43 -0.40
C -1.39 1.25 3.27
H -1.72 2.15 3.81
H -2.10 0.42 3.45
H -0.40 0.93 3.62
C -2.94 2.43 1.20
H -3.74 1.67 1.24
H -3.12 3.20 1.97
H -2.95 2.88 0.19
Cl -5.19 -2.30 -0.79
C -3.69 -3.11 -0.29
Cl -3.26 -4.44 -1.39
C -2.52 -2.13 -0.21
O -1.85 -2.14 0.89
O -2.17 -1.33 -1.17
H -3.80 -3.48 0.73
```

Computed properties:
Relative energy (zero: lowest compared OMol25 entry of this formula, charge and spin), kcal per mole: 0.0
HOMO-LUMO gap (alpha / beta), eV: 8.7 / 9.1
⟨S²⟩: 6.006
Charge: +2
Total energy, eV: -83715.5060
2S+1: 5

Atom charges from the Mulliken analysis, given in e for atoms 1 to 4: 1.237, 0.527, -1.008, 0.324